(1)
Molecular formula: C41H41BClN9O5SYb
Method: DFT, ωB97M-V/def2-TZVPD

```
! RIJCOSX wB97M-V def2-TZVPD def2/J DEFGRID3
* xyz -1 2
Yb 0.21777 -0.37000 -0.66124
C -1.86532 -0.27035 4.72593
C -0.76712 -0.30174 3.71180
C 0.58219 -0.48256 3.93426
C 1.19968 -0.30358 2.68205
N 0.26393 -0.02732 1.76231
N -0.92991 -0.04621 2.40171
B -2.28392 0.16338 1.68079
N -2.64494 -1.03104 0.76727
N -2.13120 -1.12761 -0.47867
C -2.74938 -2.14904 -1.07915
C -3.65569 -2.73854 -0.18450
C -3.56528 -1.99005 0.97213
C -4.34878 -2.14645 2.23304
C -2.48782 -2.50195 -2.47828
C -2.03758 -1.52922 -3.37047
C -1.77118 -1.85845 -4.68664
C -1.96298 -3.15712 -5.13521
C -2.42574 -4.12557 -4.25630
C -2.68822 -3.80124 -2.93539
N -2.23253 1.42490 0.82275
N -1.40594 1.58147 -0.24627
C -1.64014 2.80921 -0.72665
C -2.60620 3.45177 0.06895
C -2.95984 2.54083 1.03300
C -3.95907 2.70217 2.13246
C -1.04118 3.38406 -1.93682
C -0.96835 4.76964 -2.06583
C -0.48357 5.34995 -3.23051
C -0.05742 4.55001 -4.27342
C -0.09702 3.16686 -4.14229
C -0.59639 2.58881 -2.99014
C 2.65216 -0.42540 2.46133
C 3.37385 0.49448 1.70953
C 4.74272 0.35406 1.54846
C 5.41712 -0.69389 2.15553
C 4.71076 -1.59717 2.93662
C 3.33962 -1.46673 3.08786
H -1.43681 -0.37590 5.72100
H -2.60160 -1.05958 4.56972
H -2.38926 0.68458 4.67737
H 1.07235 -0.68635 4.87222
H -3.12796 0.27343 2.51409
H -4.30368 -3.58109 -0.35905
H -5.10066 -2.92098 2.09475
H -4.85331 -1.21604 2.49507
H -3.70440 -2.42574 3.06851
H -1.89576 -0.51547 -3.01702
H -1.41154 -1.09745 -5.36691
H -1.74225 -3.41479 -6.16301
H -2.57152 -5.14215 -4.60126
H -3.01430 -4.57092 -2.24552
H -3.03092 4.42938 -0.07954
H -4.43307 3.67677 2.03341
H -3.47707 2.64358 3.10995
H -4.72817 1.93015 2.08731
H -1.26246 5.40105 -1.23755
H -0.41827 6.42753 -3.31151
H 0.34084 4.99875 -5.17474
H 0.27654 2.53568 -4.93896
H -0.61952 1.51218 -2.90563
H 2.87599 1.33651 1.24382
H 5.27070 1.07477 0.93735
H 6.48551 -0.80802 2.01958
H 5.22899 -2.41265 3.42813
H 2.79442 -2.19540 3.67687
O 2.45830 -2.29550 -2.54555
S 2.30919 -0.94079 -2.06278
O 3.37714 -0.04739 -2.42793
O 0.97280 -0.33902 -2.51299
O 2.13474 -0.96427 -0.54128
Cl 3.93562 7.35318 -2.54571
C 3.26139 5.89727 -1.83448
C 2.50706 5.98710 -0.67302
C 1.95647 4.84841 -0.12461
C 2.11435 3.56079 -0.72822
C 1.52719 2.42020 -0.19941
C 2.92685 3.52349 -1.90994
C 3.48721 4.66090 -2.43795
H 2.34603 6.95111 -0.20450
H 1.37941 4.92203 0.79248
H 1.73329 1.45380 -0.65333
H 0.98328 2.48646 0.73371
H 3.09057 2.55914 -2.37777
H 4.10128 4.60831 -3.32954
C 1.82137 -5.86340 1.78862
N 1.02295 -4.82504 1.18444
C 1.08632 -4.55989 -0.23703
C 0.40100 -3.20868 -0.31156
O 0.02189 -2.64063 -1.31945
N 0.18561 -2.74870 0.95052
C 0.59395 -3.68624 1.78347
N 0.57756 -3.55691 3.12306
H 1.60030 -6.81252 1.30025
H 1.57803 -5.96590 2.84418
H 2.89228 -5.65938 1.69609
H 0.56384 -5.31469 -0.82657
H 2.10838 -4.45762 -0.61676
H 0.19809 -2.66971 3.44092
H 0.38642 -4.36806 3.68422
*
```

The gap between HOMO and LUMO (alpha / beta) comes out at 0.1317 / 0.1317 Ha. The LUMO energy (alpha / beta) comes out at 1.610 / 1.610 eV. The molecular weight comes out at 991.2 g/mol. As for the expectation value of S²: 0.7508.

=====

(2)
Molecular formula: C41H41FP2Pb
Method: DFT, ωB97M-V/def2-TZVPD

```
! RIJCOSX wB97M-V def2-TZVPD def2/J DEFGRID3
* xyz 2 1
Pb 1.56033 0.36862 -1.86059
C 4.33887 3.92285 -2.17022
C 3.79661 4.27557 -0.98926
C 3.21673 5.61366 -0.69468
C 2.35310 6.28025 -1.79930
C 1.46111 5.31519 -2.59393
C 1.91318 4.53843 -3.58902
C 3.22052 4.72107 -4.27916
C 4.44543 4.75830 -3.37171
C -1.02145 0.27502 -0.84325
H 4.84165 2.97188 -2.28321
H 3.95123 3.65782 -0.09926
H 4.03437 6.28210 -0.48902
H 2.63739 5.56375 0.23408
H 1.67477 6.96571 -1.27106
H 3.01129 6.83885 -2.50697
H 0.37368 5.43464 -2.38303
H 1.20335 3.83806 -4.00584
H 3.14583 5.64456 -4.88254
H 3.26584 3.86427 -4.98834
H 5.25149 4.37099 -3.97044
H 4.62705 5.77315 -3.02295
H -0.43124 -0.76041 -0.96712
H -1.94701 -0.11050 -1.19815
H -1.12612 0.37160 0.25858
P 2.00711 1.73069 0.74587
P -1.31011 2.14111 -1.49681
C 1.02401 3.04513 0.07084
C -0.09461 3.24128 -0.71235
C 2.39575 2.14542 2.44830
C 2.68562 3.42541 2.95386
C 3.07153 3.53454 4.29959
C 3.06136 2.39723 5.09969
C 2.67778 1.13755 4.61905
C 2.31401 1.00860 3.28345
C 3.57070 1.35784 -0.08085
C 3.64712 1.17857 -1.54079
C 4.60884 0.24408 -2.05761
C 5.73055 -0.02637 -1.30563
C 5.83241 0.43319 0.02736
C 4.73520 1.05949 0.64482
C -2.95318 2.84757 -1.11132
C -3.28816 3.09790 0.23221
C -4.58559 3.48598 0.55790
C -5.57558 3.63211 -0.41750
C -5.22577 3.43766 -1.75720
C -3.92169 3.09388 -2.10722
C -1.17616 1.97776 -3.32109
C -1.18413 0.68619 -3.87659
C -0.82654 0.47807 -5.20945
C -0.48351 1.56549 -6.01939
C -0.58727 2.86863 -5.50997
C -1.01252 3.07177 -4.18748
H 1.36965 3.96397 0.59214
H -0.46309 4.28031 -0.76247
H 2.60808 4.30260 2.32905
H 3.33398 4.51517 4.70123
H 3.36831 2.48206 6.14704
H 2.62811 0.25148 5.25810
H 1.93249 0.06466 2.86035
H 3.29547 1.97501 -2.18849
H 4.53355 -0.15402 -3.07585
H 6.59704 -0.53557 -1.71791
H 6.72403 0.25368 0.61739
H 4.74636 1.27700 1.73515
H -2.53497 2.93724 1.00702
H -4.84918 3.59174 1.60846
H -6.58928 3.92277 -0.13676
H -5.99122 3.55648 -2.52169
H -3.69011 2.89503 -3.15449
H -1.47117 -0.16578 -3.25933
H -0.80951 -0.54890 -5.59979
H -0.17174 1.40879 -7.06041
H -0.29722 3.73889 -6.11304
H -1.17511 4.09472 -3.84252
F 1.81728 -4.84148 2.33171
C 1.76032 -3.64109 1.65415
C 2.57540 -3.45281 0.53258
C 2.48341 -2.22226 -0.19197
C 1.69097 -1.16215 0.22585
C 0.83235 -1.42611 1.30895
C 0.85798 -2.65088 2.03028
H 3.23217 -4.27185 0.19692
H 3.03925 -2.18421 -1.14538
H -0.00241 -0.75172 1.53642
H 0.13887 -2.88677 2.82295
*
```

The gap between HOMO and LUMO comes out at 0.2208 Ha. The calculation puts the energy above the lowest of the compared OMol25 structures with the same formula, charge and spin at 299.4 kJ/mol. The LUMO energy comes out at -6.832 eV. The molecular weight comes out at 821.9 g/mol.

=====

(3)
Molecular formula: C41H41IN8O13P
Method: DFT, ωB97M-V/def2-TZVPD

```
! RIJCOSX wB97M-V def2-TZVPD def2/J DEFGRID3
* xyz 1 1
C 5.53689 -3.31034 0.40623
C 4.96869 -2.25313 0.49714
C 4.06246 -1.05716 0.62970
C 4.57733 -0.19305 1.81630
C 4.24036 -0.67270 3.26904
C 3.13906 -1.74822 3.36002
C 3.03316 -2.42176 4.74731
I 1.15440 -0.96082 2.90931
N 6.07898 -0.15238 1.56919
C 6.19348 0.84625 0.55991
N 7.20996 0.92837 -0.26678
P 8.51657 -0.24368 -0.15821
O 8.19032 -1.49894 -0.80858
O 9.78826 0.50015 -0.86563
O 8.94412 -0.39195 1.39421
N 5.11597 1.72994 0.51955
C 4.35384 1.35204 1.74489
C 2.97892 1.90908 1.67898
C 1.94488 2.48270 1.90121
H 6.22307 -4.14000 0.45753
H 4.08017 -0.51939 -0.33465
H 3.04062 -1.43257 0.76452
H 5.14534 -1.09375 3.74994
H 3.95403 0.21579 3.85599
H 3.28896 -2.55666 2.62726
H 2.68654 -1.73797 5.53889
H 2.24606 -3.19360 4.66251
H 3.95194 -2.95618 5.04113
H 6.54153 0.30795 2.36710
H 7.18514 1.68221 -0.95108
H 9.59724 1.43880 -1.02053
H 9.74584 0.13028 1.56520
H 4.52895 1.63744 -0.31492
H 4.93338 1.78651 2.57984
H 1.10785 3.16602 1.90775
C -2.35348 0.41328 0.89091
C -3.18738 1.10651 0.02452
C -3.70498 2.33874 0.39586
C -3.37241 2.86269 1.63521
C -2.54804 2.17736 2.51342
C -2.03918 0.94523 2.13482
N -3.89291 4.17892 2.02437
O -4.62722 4.75129 1.24614
O -3.54737 4.62117 3.10467
H -1.94717 -0.54669 0.59567
H -3.43148 0.68494 -0.94257
H -4.35417 2.87704 -0.28072
H -2.29849 2.59028 3.48121
H -1.39299 0.39520 2.80567
C 2.88726 -3.49079 -5.53865
C 3.45443 -2.22121 -5.55617
C 3.27605 -1.36657 -4.48035
C 2.53273 -1.80092 -3.39282
C 1.95720 -3.06206 -3.36585
C 2.13489 -3.90981 -4.44729
N 2.35619 -0.91466 -2.24293
O 2.85177 0.20458 -2.29378
O 1.73545 -1.33716 -1.28771
H 3.03073 -4.15706 -6.38028
H 4.03671 -1.89878 -6.40937
H 3.71632 -0.37965 -4.49802
H 1.37324 -3.39058 -2.51734
H 1.68381 -4.89775 -4.43755
C -6.41253 2.51369 -5.17856
C -7.42036 1.56234 -5.08851
C -7.16820 0.33744 -4.48972
C -5.90433 0.08275 -3.98310
C -4.88750 1.02004 -4.07240
C -5.14672 2.24139 -4.67486
N -5.64078 -1.20408 -3.32691
O -6.54588 -2.01169 -3.28162
O -4.53053 -1.38683 -2.86067
H -6.61427 3.47122 -5.64224
H -8.40477 1.77654 -5.48292
H -7.95483 -0.40069 -4.42115
H -3.90199 0.81196 -3.67968
H -4.36254 2.98332 -4.74939
C -5.26839 5.94879 7.15604
C -4.77181 6.26431 8.41507
C -3.43877 6.61386 8.56846
C -2.61846 6.64686 7.45203
C -3.09942 6.32966 6.19251
C -4.43190 5.97810 6.04738
N -1.21083 7.03670 7.60533
O -0.81233 7.28945 8.72499
O -0.52400 7.08381 6.60176
H -6.31101 5.68017 7.03868
H -5.42487 6.23985 9.27756
H -3.05503 6.85793 9.54903
H -2.45350 6.35370 5.32611
H -4.81780 5.72964 5.06784
C -4.60113 -5.94801 -3.83280
C -3.53887 -5.72682 -2.96547
C -2.23566 -5.88484 -3.40970
C -2.01291 -6.26002 -4.72535
C -3.06306 -6.49096 -5.59926
C -4.36349 -6.33362 -5.14607
N -0.63587 -6.40256 -5.20824
O 0.27079 -6.20769 -4.41252
O -0.46880 -6.69572 -6.37238
H -5.61795 -5.81804 -3.48417
H -3.72745 -5.42765 -1.94303
H -1.41147 -5.71170 -2.73231
H -2.88158 -6.78753 -6.62278
H -5.19304 -6.50783 -5.81832
*
```

The gap between HOMO and LUMO comes out at 0.2660 Ha. The LUMO energy comes out at -3.789 eV. The molecular weight comes out at 1011.7 g/mol.

=====

Number 2 is which compound? C41H41FP2Pb

=====

Look up the molecular weight of the second one. 821.9 g/mol

=====

Which of these has the lowest molecular weight? C41H41FP2Pb

=====

Which of these has the highest molecular weight? C41H41IN8O13P